*a*
Below is a cluster of 2 separate species, C5H6 in total, with properties calculated with the ωB97M-V functional and the def2-TZVPD basis.

Geometry (Å):
1 C -0.07438 0.26658 0.30589
2 C 1.78173 -1.57361 1.13343
3 C -1.46185 -0.20009 -0.20423
4 C 1.07908 0.26812 -0.51606
5 C 1.00286 -0.67437 0.69867
6 H 1.84427 1.12401 -0.49956
7 H -0.30291 1.93294 1.36576
8 H -1.93660 0.73509 -0.22417
9 H 1.18826 -0.15732 -1.46451
10 H -1.29826 -0.78170 -1.19808
11 H -1.82220 -0.93967 0.60286

## Properties
Spin multiplicity = 1
LUMO energy = -1.2 eV
HOMO-LUMO gap = 8.52 eV

Atomic partial charges in e from the natural (NBO) method, atoms 1 to 4: 0.065 0.225 -0.653 -0.367

---

*b*
Below is the molecule C5H6, with properties calculated with the ωB97M-V functional and the def2-TZVPD basis.

Geometry (Å):
1 C -0.93517 -0.70461 -0.72358
2 C 1.27244 0.70234 0.10380
3 C -1.22801 -0.20834 0.55589
4 C 0.19054 -0.35921 0.42236
5 C 2.25164 1.45001 -0.16757
6 H -0.57539 0.07931 -1.56679
7 H 0.49499 -1.09515 1.12475
8 H -0.95377 -1.64872 -1.34116
9 H 3.13715 2.02715 -0.10890
10 H -1.71739 0.79985 0.63847
11 H -1.93702 -1.04263 1.06276

## Properties
Spin multiplicity = 1
LUMO energy = 1.2 eV
HOMO-LUMO gap = 10.33 eV
SMILES = C#CC1CC1

Atomic partial charges in e from the natural (NBO) method, atoms 1 to 4: -0.397 0.000 -0.424 -0.303

---

The structure with the least stability is *a*.

---

*a*
Below is a structure of composition C5H9N3, with properties calculated with the ωB97M-V functional and the def2-TZVPD basis.

Geometry (Å):
1 N 1.46287 -2.81659 0.03272
2 N -1.67472 1.14335 -0.66637
3 N 0.46674 -0.75926 -0.15013
4 C 0.62731 0.63798 -0.13885
5 C -0.40009 1.47435 -1.18790
6 C -1.56693 0.54139 0.72875
7 C -0.13821 0.04682 0.86460
8 C 1.50863 -1.63089 0.47377
9 H 1.60821 0.95377 0.12170
10 H -0.25597 1.04911 -2.25203
11 H 2.15905 -1.09297 1.04446
12 H -2.34263 -0.47360 0.28599
13 H -1.94156 1.27534 1.56413
14 H 2.35618 -3.26848 0.20951
15 H -1.94512 0.32849 -1.44738
16 H -0.23769 2.71292 -1.23943
17 H 0.31394 -0.12172 1.75644

## Properties
Spin multiplicity = 1
LUMO energy = 0.9 eV
HOMO-LUMO gap = 9.90 eV

Atomic partial charges in e from the natural (NBO) method, atoms 1 to 4: -0.572 -0.643 -0.445 -0.081

---

*b*
Below is a structure of composition C5H9N3, with properties calculated with the ωB97M-V functional and the def2-TZVPD basis.

Geometry (Å):
1 N -1.65344 2.15362 1.01896
2 N -0.92631 0.25143 -1.33454
3 N -1.15438 2.57677 -0.27604
4 C 0.59168 -0.35121 0.59502
5 C 1.58645 -1.40329 0.94953
6 C 1.60913 -2.60484 0.18931
7 C -0.67184 1.78572 -1.29749
8 C -0.07852 -0.44673 -0.51305
9 H -1.11702 -0.07116 -2.20683
10 H -2.06994 1.09930 1.08903
11 H 1.18050 -2.95392 -0.71804
12 H 2.23985 -3.39476 0.54274
13 H -0.51772 2.48408 -1.98677
14 H -1.80332 3.02773 1.53927
15 H 2.12130 -1.34148 2.05187
16 H 0.45534 -1.45397 -1.08928
17 H 0.20823 0.64271 1.44631

## Properties
Spin multiplicity = 1
LUMO energy = 0.9 eV
HOMO-LUMO gap = 8.78 eV

Atomic partial charges in e from the natural (NBO) method, atoms 1 to 4: -0.718 -0.638 -0.235 -0.332

---

*c*
Below is a structure of composition C5H9N3, with properties calculated with the ωB97M-V functional and the def2-TZVPD basis.

Geometry (Å):
1 N -0.22920 -1.16736 0.20704
2 N 0.89849 -0.27203 2.23120
3 N -0.12956 0.59461 -1.27492
4 C -1.79082 -1.23694 -1.56653
5 C 0.97691 0.73935 -0.12275
6 C 0.62757 -0.32897 0.96988
7 C 0.70487 2.13720 0.45576
8 C -0.59567 -0.58215 -0.90042
9 H -0.23386 1.81541 1.09901
10 H -1.19556 -1.70314 0.69763
11 H 0.46982 2.92776 -0.59751
12 H -2.35426 -2.03702 -0.51191
13 H -2.75947 0.09446 -1.95867
14 H 0.11334 -0.88009 2.68909
15 H 1.78557 2.45823 0.95092
16 H 1.95959 0.72288 -0.72746
17 H -1.10045 -1.85596 -2.79996

## Properties
Spin multiplicity = 1
LUMO energy = -0.4 eV
HOMO-LUMO gap = 8.74 eV

Atomic partial charges in e from the natural (NBO) method, atoms 1 to 4: -0.627 -0.640 -0.442 -0.610

---

The structure with the least stability is *c*.

---

*a*
Below is a cluster of 2 separate species, C5H9N3 in total, with properties calculated with the ωB97M-V functional and the def2-TZVPD basis.

Geometry (Å):
1 N -0.43992 1.06971 -0.71102
2 N 2.85681 1.60430 0.28276
3 N -1.27754 0.82715 0.07236
4 C 1.33161 -1.16410 -1.27180
5 C 0.57267 -0.89471 1.17030
6 C 2.13110 0.71972 0.13710
7 C 1.26604 -0.35708 -0.01553
8 C -2.63089 1.27532 0.14542
9 H -0.42221 -0.38876 1.24962
10 H 1.10592 -0.68757 2.09834
11 H 1.55399 -0.53260 -2.12796
12 H -2.83463 1.57399 1.17435
13 H 0.38533 -1.96158 1.07144
14 H 0.38849 -1.68086 -1.44241
15 H 2.12033 -1.91756 -1.19131
16 H -3.26524 0.41970 -0.09379
17 H -2.84184 2.09493 -0.54787

## Properties
Spin multiplicity = 1
LUMO energy (alpha / beta) = 0.1 / 0.1 eV
HOMO-LUMO gap (alpha / beta) = 7.88 / 8.13 eV

Atomic partial charges in e from the natural (NBO) method, atoms 1 to 4: -0.013 -0.330 -0.162 -0.630

---

*b*
Below is a cluster of 2 separate species, C5H9N3 in total, with properties calculated with the ωB97M-V functional and the def2-TZVPD basis.

Geometry (Å):
1 N -2.54295 0.45974 0.67362
2 N 1.13744 -0.01042 -0.22399
3 N -0.96548 -0.75584 -0.56919
4 C 2.13006 -0.47936 0.42432
5 C 0.34784 2.25404 -0.77319
6 C -1.43013 0.11912 0.23902
7 C 0.53162 1.29546 0.18554
8 C -0.80458 -2.16536 -0.39289
9 H 2.34911 -1.53770 0.35930
10 H -2.58641 1.31196 1.21775
11 H 0.41951 3.30106 -0.52682
12 H 0.05078 -2.32651 0.27467
13 H -1.70111 -2.60331 0.05487
14 H 0.97278 1.67368 1.11632
15 H -0.59116 -2.63007 -1.35666
16 H 2.82039 0.15167 0.98426
17 H -0.13772 1.94186 -1.68693

## Properties
Spin multiplicity = 1
LUMO energy (alpha / beta) = -0.2 / -0.2 eV
HOMO-LUMO gap (alpha / beta) = 7.94 / 7.94 eV
SMILES = C=CN=C.CN=C=N

Atomic partial charges in e from the natural (NBO) method, atoms 1 to 4: -0.713 -0.392 -0.416 -0.069

---

The structure with the least stability is *b*.

---

*a*
Below is the molecule C5H9N3, with properties calculated with the ωB97M-V functional and the def2-TZVPD basis.

Geometry (Å):
1 N 0.19502 0.21868 0.15259
2 N -2.01742 0.61859 -0.36647
3 N 1.58214 0.40351 -0.21198
4 C -2.15356 -0.90371 -0.43222
5 C -0.69091 1.01670 -0.36404
6 C 2.32731 -0.68927 -0.57841
7 C -2.06530 -0.31389 0.96760
8 C 2.59527 0.02262 0.72438
9 H -1.05871 -0.50646 1.49643
10 H 2.92809 -0.67167 -1.63008
11 H 1.89808 -1.64514 -0.39138
12 H -1.28041 -1.46939 -0.69414
13 H 3.46421 0.76311 0.75508
14 H -3.08355 -1.22801 -1.00652
15 H -0.52748 2.02580 -0.70865
16 H -3.02003 -0.17129 1.63327
17 H 2.28468 -0.57707 1.62310

## Properties
Spin multiplicity = 1
LUMO energy = 1.2 eV
HOMO-LUMO gap = 9.68 eV
SMILES = C(=N\N1CC1)/N1CC1

Atomic partial charges in e from the natural (NBO) method, atoms 1 to 4: -0.391 -0.442 -0.309 -0.258

---

*b*
Below is the molecule C5H9N3, with properties calculated with the ωB97M-V functional and the def2-TZVPD basis.

Geometry (Å):
1 N -0.21229 -0.31953 0.15155
2 N 2.76105 0.48865 0.13293
3 N 2.15365 -0.69754 -0.16988
4 C -2.70683 -0.31504 -0.07346
5 C 0.79773 -1.05528 0.05596
6 C -1.48171 -0.95979 0.01954
7 C 1.91744 1.50822 -0.16943
8 C -2.93912 1.13471 0.06940
9 H -1.34146 -2.00829 -0.15675
10 H 2.52424 2.44233 -0.01279
11 H -1.82125 1.55176 -0.01664
12 H -3.53282 -1.03843 -0.47226
13 H 2.74152 -1.47395 0.44363
14 H -3.33743 1.69684 1.06569
15 H 0.86072 1.46517 -0.23304
16 H 0.85082 -2.20808 -0.01189
17 H -3.38622 1.39468 -0.82016

## Properties
Spin multiplicity = 1
LUMO energy = 0.6 eV
HOMO-LUMO gap = 9.06 eV
SMILES = C=NN/C=N/C=C\C

Atomic partial charges in e from the natural (NBO) method, atoms 1 to 4: -0.528 -0.223 -0.438 -0.191

---

*c*
Below is the molecule C5H9N3, with properties calculated with the ωB97M-V functional and the def2-TZVPD basis.

Geometry (Å):
1 N -1.87224 -0.54123 0.82651
2 N 0.55300 -0.65269 0.22537
3 N -2.37828 0.61034 0.74228
4 C -1.28125 0.23447 -1.34925
5 C -0.70770 -0.24614 -0.08757
6 C 0.92364 -0.51300 1.62939
7 C 1.61881 -0.36570 -0.71861
8 C -1.49404 1.22965 -0.19595
9 H 1.33624 -0.71538 -1.70978
10 H -1.36694 2.29485 -0.29321
11 H 1.14663 0.53065 1.88559
12 H 2.51338 -0.90054 -0.40339
13 H -2.15952 -0.26694 -1.75532
14 H -0.57916 0.57784 -2.09926
15 H 1.85139 0.70652 -0.76614
16 H 1.80202 -1.12640 1.82449
17 H 0.09402 -0.85631 2.24487

## Properties
Spin multiplicity = 1
LUMO energy = 0.7 eV
HOMO-LUMO gap = 8.57 eV
SMILES = CN(C)[C@]12C[C@H]1N=N2

Atomic partial charges in e from the natural (NBO) method, atoms 1 to 4: -0.183 -0.405 -0.088 -0.411

---

*d*
Below is the molecule C5H9N3, with properties calculated with the ωB97M-V functional and the def2-TZVPD basis.

Geometry (Å):
1 N -2.00550 -0.15144 0.30564
2 N 2.34512 -0.36763 0.31971
3 N 2.20139 0.95129 -0.21051
4 C -1.29389 -0.18767 -0.97672
5 C 0.91339 1.22170 -0.26784
6 C 1.10715 -1.15626 0.13027
7 C -0.03663 0.02425 0.03432
8 C -0.90738 0.51560 1.04259
9 H 3.20082 -0.84689 -0.08703
10 H -1.02530 1.66651 1.05981
11 H 1.01656 -1.80988 -0.84304
12 H 0.36769 2.18700 -0.61202
13 H -1.53012 -1.09885 -1.69531
14 H 1.16112 -1.76750 1.10537
15 H -2.92535 0.15866 0.21078
16 H -1.64567 0.55613 -1.67464
17 H -0.94340 0.10496 2.15863

## Properties
Spin multiplicity = 1
LUMO energy = 0.8 eV
HOMO-LUMO gap = 9.43 eV
SMILES = C1=NNCC12CNC2

Atomic partial charges in e from the natural (NBO) method, atoms 1 to 4: -0.621 -0.476 -0.223 -0.216

---

The structure with the least stability is *a*.